1.
C8H12O in the gas phase, computed with ωB97M-V with the def2-TZVPD basis set.

```
21
Properties=species:S:1:pos:R:3:forces:R:3:lowdin_charge:R:1
C -0.270393 -2.132571 0.843032 -0.6 -0.4 4.7 -0.073
C -0.019470 -1.183118 -0.238023 -0.6 1.6 -1.7 -0.414
C -0.161335 -1.856656 -1.572195 -0.9 -3.0 1.4 -0.035
C 0.965161 0.067316 -0.056545 -2.8 0.1 0.0 -0.082
C 1.332046 1.205848 0.849049 -0.1 0.6 0.2 -0.074
C 0.596042 2.335544 0.793091 -0.2 -0.9 -1.1 -0.052
C -0.664384 2.487492 -0.105930 -0.5 -1.1 3.6 -0.191
O -1.027810 1.342135 -0.830268 -0.3 -2.2 -0.2 -0.075
C -0.586005 0.207929 -0.069878 1.4 -0.1 -0.5 -0.226
H -1.192092 -2.757660 0.907072 0.3 0.8 -1.0 0.097
H 0.509674 -2.866122 1.071169 0.4 0.2 -0.7 0.086
H -0.313374 -1.568994 1.859616 0.1 -0.7 -1.5 0.116
H -1.195990 -2.386839 -1.648064 1.7 0.9 0.5 0.130
H 0.600524 -2.628654 -1.682483 0.0 -0.3 0.1 0.085
H -0.109433 -1.317903 -2.429441 0.3 2.3 -2.3 0.039
H 1.233598 0.374073 -1.032840 0.5 -0.1 -1.1 0.123
H 2.261044 1.227040 1.353211 0.9 0.0 0.8 0.078
H 0.911968 3.269814 1.244579 0.1 -0.2 0.2 0.100
H -1.549336 2.764621 0.608300 1.4 0.0 -1.3 0.152
H -0.435550 3.223719 -0.803136 -0.1 1.6 -1.2 0.096
H -0.884885 0.192984 0.939686 -0.9 0.9 1.1 0.121
```
Forces are in eV/Å.

The calculation puts the total energy at -10533.5628 eV. The energy relative to the best compared isomer or geometry (same formula, charge and spin) is 101.4 kcal per mole. Its structure (SMILES) is CC1(C)[C@@H]2C=CCO[C@H]21.



2.
C12H14Cl2N2O in the gas phase, computed with ωB97M-V with the def2-TZVPD basis set.

```
31
Properties=species:S:1:pos:R:3:forces:R:3:lowdin_charge:R:1
O 0.699141 1.737078 -0.568795 0.7 3.3 -4.8 0.083
C 0.998532 1.106196 0.360240 -1.2 -0.2 2.2 -0.651
C 2.069700 1.170363 1.293763 7.4 4.1 -13.6 0.045
N 3.277264 0.288057 0.643600 -1.8 12.5 3.6 -0.096
C 3.612367 0.843577 -0.663812 1.0 4.4 -0.2 -0.208
C 3.471376 -0.251961 -1.586361 1.9 -1.1 -5.6 -0.252
C 2.621252 -1.169279 -0.873761 -2.5 -4.0 -1.8 -0.221
C 3.133420 -0.968952 0.500608 -7.5 -7.1 1.7 -0.323
N 0.095842 0.315813 0.860659 -7.7 -5.7 0.6 0.148
C -1.214232 -0.161448 0.249131 1.5 0.9 -1.1 -0.202
C -1.634786 -1.451659 -0.023313 4.1 -1.5 1.7 -0.417
Cl -0.424092 -2.730019 0.610178 -1.4 0.9 -0.8 0.607
C -2.776032 -1.848753 -0.666362 5.2 4.2 2.7 -0.139
C -3.735115 -1.030486 -0.813516 -6.1 6.9 -5.1 -0.074
C -3.435544 0.348745 -0.714122 1.3 -2.2 0.3 -0.086
C -2.186547 0.644904 -0.277865 -0.1 5.7 2.2 -0.331
Cl -1.944983 2.573393 0.267651 -0.6 -2.7 -1.1 0.489
H 2.480848 2.212407 1.272713 -0.2 -0.8 -0.1 0.164
H 1.997144 0.963474 2.141840 -1.9 -3.9 12.9 0.007
H 3.134469 1.840138 -1.135569 0.0 -2.3 1.9 0.173
H 4.609252 1.200340 -0.583776 1.3 0.1 -0.1 0.101
H 4.428466 -0.750545 -1.995993 -1.1 0.9 1.0 0.149
H 2.935049 0.093513 -2.494121 0.6 -0.2 0.2 0.123
H 2.732860 -2.269758 -1.042353 -0.1 0.8 -0.8 0.125
H 1.569041 -0.879311 -1.317345 1.3 -0.7 2.4 0.154
H 2.353632 -1.534732 1.256967 2.0 1.5 -1.2 0.171
H 4.057102 -1.300875 0.675289 3.6 -3.2 0.1 0.093
H 0.266927 -0.460835 1.437044 1.4 -0.6 1.3 0.072
H -3.019894 -2.719094 -0.667415 -1.8 -10.8 -0.6 0.030
H -4.660813 -1.103376 -1.577516 1.8 -1.0 2.5 0.180
H -4.060903 1.011001 -1.187496 -1.3 1.9 -0.3 0.085
```
Forces are in eV/Å.

The calculation puts the total energy at -42734.9964 eV. The energy relative to the best compared isomer or geometry (same formula, charge and spin) is 209.5 kcal per mole. Its structure (SMILES) is O=C(CN1CCCC1)Nc1c(Cl)cccc1Cl.



3.
3 unconnected molecules or ions with the total composition C2H9O2S, computed with ωB97M-V with the def2-TZVPD basis set.

```
14
Properties=species:S:1:pos:R:3:forces:R:3:lowdin_charge:R:1
C 1.755820 1.005203 -0.280208 -0.4 -0.6 0.3 -0.226
C 0.540433 0.207774 0.252049 0.3 -0.2 -0.8 -0.799
S -1.048934 1.023968 -0.109653 -0.1 -0.1 0.4 0.191
H 1.523575 2.064748 -0.287890 0.2 0.2 0.0 0.028
H 2.655323 0.793527 0.293763 0.2 0.1 0.3 0.041
H 1.969677 0.649660 -1.285903 -0.1 0.3 -0.3 0.047
H 0.545357 -0.715849 -0.328797 0.0 -0.3 0.1 0.017
H 0.668524 -0.111009 1.290947 -0.1 0.4 0.1 0.024
H -0.849834 0.011474 -3.204538 0.0 -0.1 -0.1 0.003
H -1.329118 -0.419894 -1.872142 0.1 -0.1 0.0 -0.102
O -1.140951 -0.796791 -2.767862 -0.1 0.2 0.1 -0.168
H -2.041877 -0.522986 2.835626 0.1 0.0 0.1 0.016
H -1.455695 -1.784325 2.317571 -0.1 0.1 0.4 0.030
O -1.792301 -1.405498 3.147036 0.1 0.0 -0.6 -0.101
```
Forces are in eV/Å.

Its total charge is -1. The calculation puts the total energy at -17151.5048 eV. The energy relative to the best compared isomer or geometry (same formula, charge and spin) is 6.9 kcal per mole.



4.
C7H6FNO2 in the gas phase, computed with ωB97M-V with the def2-TZVPD basis set.

```
17
Properties=species:S:1:pos:R:3:forces:R:3:lowdin_charge:R:1
N 2.924221 0.094607 0.065053 4.4 0.9 -0.2 0.126
C 1.647922 -0.001822 0.217192 -6.8 1.7 -1.4 -0.334
C 1.001387 -1.221511 -0.121121 0.3 -0.3 1.8 -0.053
C -0.348858 -1.404048 -0.051430 -1.3 1.7 -0.9 0.039
C -1.202414 -0.170737 -0.164434 1.6 -3.0 1.3 -0.082
C -2.610901 -0.369342 0.071179 -3.7 -1.3 -0.8 -0.428
O -3.194489 -1.466092 0.207039 1.9 3.3 -0.1 0.064
O -3.354112 0.808849 0.020915 -0.4 -2.5 0.5 0.101
C -0.572228 1.048269 -0.029808 2.4 0.6 1.4 -0.196
F -1.220295 2.252232 -0.115221 0.1 -0.6 0.0 0.053
C 0.775964 1.163879 0.376282 1.4 -1.9 -1.4 0.074
H 3.334348 -0.735177 -0.284572 0.6 -0.8 -0.1 0.096
H 3.354593 0.888196 -0.403138 -0.5 0.1 0.6 0.131
H 1.665902 -2.063667 -0.156095 0.1 -0.6 -0.2 0.103
H -0.769951 -2.453269 -0.026306 0.1 1.7 -0.2 0.146
H -2.773305 1.547451 -0.094816 0.4 0.8 -0.1 0.048
H 1.342218 2.082180 0.489273 -0.7 0.3 0.0 0.113
```
Forces are in eV/Å.

The calculation puts the total energy at -15657.9793 eV. The energy relative to the best compared isomer or geometry (same formula, charge and spin) is 0.0 kcal per mole. Its structure (SMILES) is Nc1ccc(C(=O)O)c(F)c1.



Here are the calculated max |F| numbers, same order: 4.7, 16.0, 0.9, 7.1 (eV/Å).